# C58H49IrN3P2SSb

C58H49IrN3P2SSb as an isolated structure (wB97M-V/def2-TZVPD, the OMol25 dataset).

CARTESIAN COORDINATES (ANGSTROEM)
Ir (-0.1585, 0.7003, -0.7937)
C (0.6568, 1.4391, 2.3676)
P (1.7909, 0.8546, 1.0202)
C (2.3734, -0.8471, 1.2207)
C (1.5853, -1.8710, 0.6875)
C (2.0076, -3.1901, 0.7394)
C (3.2268, -3.5017, 1.3247)
C (4.0261, -2.4906, 1.8415)
C (3.6107, -1.1692, 1.7823)
C (3.1865, 1.9805, 1.3663)
C (3.6798, 2.9262, 0.4726)
C (4.7158, 3.7745, 0.8424)
C (5.2714, 3.6901, 2.1074)
C (4.7751, 2.7647, 3.0178)
C (3.7358, 1.9265, 2.6558)
C (0.0405, 2.6391, 1.7705)
C (-0.1726, 3.9743, 2.2466)
C (-0.7770, 4.6553, 1.2274)
C (-0.9286, 3.7171, 0.1470)
C (-1.6100, 3.8349, -1.1618)
P (-0.9969, 2.5356, -2.3101)
C (0.4163, 3.1917, -3.1946)
C (1.1122, 4.3028, -2.7180)
C (2.2570, 4.7346, -3.3732)
C (2.7065, 4.0660, -4.5036)
C (2.0186, 2.9538, -4.9772)
C (0.8859, 2.5071, -4.3197)
C (-2.3640, 2.1806, -3.4148)
C (-2.3865, 2.5943, -4.7461)
C (-3.5017, 2.3241, -5.5254)
C (-4.5887, 1.6544, -4.9821)
C (-4.5715, 1.2500, -3.6524)
C (-3.4588, 1.5045, -2.8699)
N (-0.4107, 2.5293, 0.4989)
H (1.1573, 1.6399, 3.3114)
H (-0.1161, 0.6852, 2.5280)
H (0.6288, -1.6469, 0.2204)
H (1.3853, -3.9720, 0.3230)
H (3.5611, -4.5298, 1.3660)
H (4.9850, -2.7295, 2.2813)
H (4.2632, -0.3963, 2.1598)
H (3.2515, 3.0518, -0.5119)
H (5.0824, 4.5073, 0.1367)
H (6.0802, 4.3495, 2.3906)
H (5.1957, 2.6996, 4.0120)
H (3.3612, 1.2164, 3.3844)
H (0.0953, 4.3441, 3.2227)
H (-1.1014, 5.6833, 1.2163)
H (-1.5729, 4.8399, -1.5857)
H (-2.6729, 3.6011, -1.0157)
H (0.7669, 4.8475, -1.8475)
H (2.7842, 5.6077, -3.0131)
H (3.5862, 4.4184, -5.0249)
H (2.3631, 2.4402, -5.8648)
H (0.3557, 1.6365, -4.6890)
H (-1.5551, 3.1415, -5.1690)
H (-3.5262, 2.6511, -6.5557)
H (-5.4582, 1.4555, -5.5935)
H (-5.4283, 0.7442, -3.2282)
H (-3.4452, 1.1926, -1.8293)
C (3.7972, 0.3696, -2.8729)
C (3.7387, -0.8056, -3.6059)
C (2.5401, -1.4956, -3.6731)
C (1.4331, -1.0137, -2.9877)
N (1.5193, 0.0848, -2.2247)
C (2.6633, 0.7679, -2.1965)
C (0.0841, -1.6135, -3.0992)
C (-0.2235, -2.5714, -4.0548)
C (-1.5295, -3.0170, -4.1746)
C (-2.4938, -2.4846, -3.3353)
C (-2.1042, -1.5463, -2.3961)
N (-0.8459, -1.1237, -2.2666)
H (4.6987, 0.9627, -2.8180)
H (4.6089, -1.1741, -4.1317)
H (2.4760, -2.4027, -4.2546)
H (2.6427, 1.6780, -1.6171)
H (0.5357, -2.9499, -4.7223)
H (-1.7884, -3.7538, -4.9231)
H (-3.5304, -2.7823, -3.4015)
H (-2.8230, -1.1209, -1.7109)
S (-2.0379, -0.1806, 0.5839)
Sb (-1.8597, -1.8198, 2.2639)
C (-0.6484, -1.1761, 3.8475)
C (0.6698, -1.6005, 3.9944)
C (1.4408, -1.0703, 5.0202)
C (0.9011, -0.1233, 5.8822)
C (-0.4151, 0.2988, 5.7298)
C (-1.1954, -0.2264, 4.7107)
C (-3.7965, -2.0084, 3.0180)
C (-3.9504, -2.2859, 4.3728)
C (-5.2260, -2.5073, 4.8722)
C (-6.3230, -2.4522, 4.0237)
C (-6.1579, -2.1767, 2.6716)
C (-4.8897, -1.9533, 2.1596)
C (-1.1941, -3.6728, 1.5467)
C (-0.5934, -4.5717, 2.4217)
C (-0.2264, -5.8264, 1.9567)
C (-0.4600, -6.1759, 0.6324)
C (-1.0698, -5.2755, -0.2327)
C (-1.4427, -4.0196, 0.2250)
H (1.0997, -2.3401, 3.3278)
H (2.4592, -1.4108, 5.1544)
H (1.5021, 0.2755, 6.6887)
H (-0.8378, 1.0230, 6.4131)
H (-2.2236, 0.0993, 4.5941)
H (-3.0939, -2.3391, 5.0348)
H (-5.3604, -2.7249, 5.9228)
H (-7.3145, -2.6269, 4.4183)
H (-7.0185, -2.1378, 2.0182)
H (-4.7605, -1.7298, 1.1072)
H (-0.4153, -4.3153, 3.4594)
H (0.2336, -6.5343, 2.6327)
H (-0.1785, -7.1584, 0.2784)
H (-1.2687, -5.5582, -1.2582)
H (-1.9275, -3.3212, -0.4439)

Computed properties:
**LUMO (alpha / beta)**: -7.313 / -9.584 eV
**F_max**: 0.210 eV/Å
**Expectation value of S²**: 8.774
**Total charge**: +3
**E_HOMO (alpha / beta)**: -14.44 / -15.73 eV
**Spin multiplicity**: 6

Results of the Löwdin charge analysis, in e, for atoms 1 through 4: number 1, Ir, carries 0.962; number 2, C, carries -0.236; number 3, P, carries 1.069; number 4, C, carries -0.357

***

# C58H51IN4O3P3PbSi

C58H51IN4O3P3PbSi as an isolated structure in a non-equilibrium geometry (wB97M-V/def2-TZVPD, the OMol25 dataset).

CARTESIAN COORDINATES (ANGSTROEM)
Pb (-0.7669, -0.9637, 1.0025)
C (0.6333, -1.3257, 7.0895)
C (-0.3307, -0.3013, 7.1038)
C (-0.7196, 0.3281, 5.9435)
C (-0.2276, -0.0962, 4.7094)
C (0.6048, -1.2948, 4.6472)
C (1.0815, -1.8267, 5.8489)
P (-0.5343, 0.8353, 3.1825)
C (-1.8869, 1.9650, 3.6448)
C (-1.6686, 3.3347, 3.8731)
C (-2.6143, 4.0091, 4.6258)
C (-3.8249, 3.4453, 4.9858)
C (-4.0901, 2.1121, 4.6760)
C (-3.0945, 1.3394, 4.0899)
C (1.0126, 1.7143, 2.7356)
C (1.5654, 2.4204, 3.7936)
C (2.7494, 3.1397, 3.7197)
C (3.5074, 3.0349, 2.4973)
C (3.0192, 2.2889, 1.4393)
C (1.7762, 1.6265, 1.5093)
Si (1.4398, 0.3991, 0.0866)
C (3.1156, -0.5790, -0.1011)
C (3.8132, -0.8019, 1.1245)
C (4.9208, -1.6176, 1.1885)
C (5.4741, -2.1234, -0.0167)
C (4.8566, -1.8132, -1.2265)
C (3.5643, -1.1976, -1.2529)
P (2.5395, -1.2328, -2.7039)
C (1.7429, -2.8781, -2.8148)
C (1.8191, -3.8041, -1.7770)
C (1.3660, -5.0758, -1.9611)
C (0.7430, -5.4495, -3.1537)
C (0.6576, -4.5419, -4.1876)
C (1.1266, -3.2487, -4.0368)
C (3.7907, -1.4280, -4.0000)
C (4.1285, -2.6424, -4.5520)
C (4.9461, -2.7744, -5.6898)
C (5.7410, -1.6900, -5.9927)
C (5.4631, -0.4526, -5.4048)
C (4.4520, -0.2908, -4.5094)
C (1.4118, 1.6437, -1.4184)
C (2.6337, 2.0378, -1.9520)
C (2.7033, 3.2645, -2.6047)
C (1.5487, 3.9540, -2.9091)
C (0.3361, 3.3908, -2.6453)
C (0.2365, 2.2037, -1.9038)
P (-1.4136, 1.6213, -1.4299)
C (-2.2427, 1.1771, -3.0367)
C (-3.6055, 0.8691, -2.9618)
C (-4.2894, 0.5511, -4.1060)
C (-3.6311, 0.5918, -5.3394)
C (-2.2626, 0.8875, -5.4528)
C (-1.5599, 1.1778, -4.2760)
C (-2.3132, 3.1029, -1.0100)
C (-2.4310, 3.6483, 0.2899)
C (-3.0361, 4.8778, 0.4848)
C (-3.5245, 5.6290, -0.5802)
C (-3.3067, 5.1368, -1.8701)
C (-2.7792, 3.9109, -2.0983)
H (1.0326, -1.7905, 8.0245)
H (-0.6522, 0.0598, 8.0648)
H (-1.4084, 1.1542, 6.0128)
H (0.8690, -1.7227, 3.6554)
H (1.8408, -2.6434, 5.7864)
H (-0.7983, 3.9545, 3.6660)
H (-2.4058, 5.0438, 4.8447)
H (-4.5644, 4.0352, 5.5376)
H (-5.0352, 1.6511, 4.9105)
H (-3.1368, 0.2800, 3.9765)
H (1.0748, 2.3265, 4.7582)
H (3.1326, 3.6492, 4.5478)
H (4.4332, 3.5920, 2.4026)
H (3.6256, 2.1597, 0.5413)
H (3.4253, -0.3974, 2.0633)
H (5.3306, -1.8690, 2.1489)
H (6.3146, -2.7869, 0.0213)
H (5.3531, -2.1425, -2.1436)
H (2.3272, -3.4746, -0.8430)
H (1.3321, -5.8364, -1.1438)
H (0.3519, -6.4462, -3.2232)
H (0.2097, -4.8677, -5.1483)
H (1.1071, -2.5747, -4.8468)
H (3.7322, -3.6003, -4.1694)
H (4.9540, -3.6773, -6.2360)
H (6.5892, -1.8280, -6.6593)
H (6.0703, 0.4024, -5.7037)
H (3.9434, 0.6831, -4.2545)
H (3.5085, 1.4530, -1.7084)
H (3.6762, 3.6580, -2.8856)
H (1.5378, 4.8972, -3.4229)
H (-0.5711, 3.8749, -2.9408)
H (-4.1129, 0.9070, -1.9878)
H (-5.3817, 0.3715, -4.0677)
H (-4.2406, 0.3106, -6.1935)
H (-1.7651, 0.8863, -6.4282)
H (-0.5071, 1.3337, -4.2464)
H (-2.0182, 3.0732, 1.1120)
H (-3.1381, 5.3078, 1.4735)
H (-4.0826, 6.5262, -0.4484)
H (-3.6345, 5.7176, -2.7031)
H (-2.6954, 3.6444, -3.1230)
N (-1.4713, -3.1551, 2.3898)
N (-0.4900, -4.1998, 2.3412)
C (0.6164, -3.9428, 1.4677)
O (1.1882, -4.9808, 1.0979)
O (0.9602, -2.7198, 1.2566)
H (-1.7196, -3.0199, 3.3800)
H (-2.2755, -3.5665, 1.9191)
H (-0.9058, -5.1008, 2.0462)
O (-1.2494, -2.6552, -1.1917)
H (-0.3572, -2.9997, -1.4649)
H (-1.7280, -3.4746, -0.8801)
I (-2.8285, -5.7549, 0.1955)
N (-6.2502, -0.7339, 1.7193)
C (-6.1262, -2.0831, 1.4598)
C (-4.8421, -2.3378, 1.1417)
N (-4.1553, -1.1325, 1.2184)
C (-5.0314, -0.2097, 1.5736)
H (-7.0919, -0.2252, 1.9136)
H (-6.9466, -2.7790, 1.6099)
H (-4.4610, -3.2915, 0.7925)
H (-4.8247, 0.8487, 1.6767)

Computed properties:
**LUMO**: 1.905 eV
**F_max**: 3.396 eV/Å
**Total charge**: -1
**E_HOMO**: -4.09 eV

Results of the Löwdin charge analysis, in e, for atoms 1 through 4: number 1, Pb, carries 0.997; number 2, C, carries -0.083; number 3, C, carries -0.096; number 4, C, carries -0.110

***

# C58H53BrN6O2P2Pt

C58H53BrN6O2P2Pt as an isolated structure in a non-equilibrium geometry (wB97M-V/def2-TZVPD, the OMol25 dataset).

CARTESIAN COORDINATES (ANGSTROEM)
Pt (0.1128, 0.0826, -0.0574)
Br (3.1809, 2.2834, 6.8747)
C (2.2690, 1.3905, 5.5191)
C (2.1671, 1.9883, 4.2438)
C (1.4896, 1.3284, 3.2604)
C (0.8854, 0.0706, 3.5044)
C (1.0366, -0.5342, 4.7803)
C (1.7022, 0.1215, 5.7764)
N (0.2127, -0.5436, 2.4643)
C (-0.7292, -1.3777, 2.7140)
C (-1.3793, -2.1538, 1.6789)
C (-2.1435, -3.2517, 2.0589)
C (-2.7413, -4.0329, 1.0808)
C (-2.5594, -3.6732, -0.2402)
C (-1.7853, -2.5523, -0.5359)
N (-1.2074, -1.8035, 0.3879)
H (2.6212, 2.9515, 4.0543)
H (1.3868, 1.7564, 2.2737)
H (0.6513, -1.5262, 4.9779)
H (1.8036, -0.3265, 6.7566)
H (-1.0874, -1.5502, 3.7308)
H (-2.2683, -3.4931, 3.1071)
H (-3.3455, -4.8895, 1.3479)
H (-3.0145, -4.2380, -1.0420)
H (-1.6523, -2.2494, -1.5622)
O (1.8514, -0.0654, -3.3721)
C (1.1669, 0.3922, -4.4269)
C (1.6400, 0.5624, -5.7414)
C (0.7842, 1.0006, -6.7188)
C (-0.5576, 1.2818, -6.4197)
C (-1.0231, 1.1465, -5.1163)
C (-0.1825, 0.7102, -4.1084)
P (-0.8680, 0.6846, -2.3909)
C (-2.4206, -0.2257, -2.6412)
C (-2.5478, -1.1669, -3.6674)
C (-3.7133, -1.9078, -3.7935)
C (-4.7631, -1.7175, -2.9052)
C (-4.6347, -0.7987, -1.8716)
C (-3.4649, -0.0691, -1.7286)
C (-1.2445, 2.4743, -2.3570)
C (-0.1365, 3.3225, -2.4619)
C (-0.3083, 4.6939, -2.5182)
C (-1.5882, 5.2343, -2.4629)
C (-2.6901, 4.3965, -2.3725)
C (-2.5254, 3.0177, -2.3226)
C (2.9976, -0.8020, -3.3289)
C (3.9829, -0.8806, -4.3218)
C (5.0006, -1.8014, -4.2051)
C (5.0614, -2.6543, -3.1047)
C (4.1348, -2.5180, -2.0819)
C (3.1203, -1.5711, -2.1536)
P (2.0543, -1.4242, -0.6512)
C (3.3696, -1.1653, 0.6022)
C (4.5788, -0.5433, 0.2665)
C (5.5562, -0.3355, 1.2283)
C (5.3532, -0.7545, 2.5346)
C (4.1539, -1.3576, 2.8816)
C (3.1634, -1.5447, 1.9284)
C (1.5414, -3.1786, -0.6205)
C (1.7374, -4.0632, 0.4348)
C (1.3628, -5.3958, 0.3012)
C (0.8106, -5.8566, -0.8840)
C (0.6261, -4.9795, -1.9462)
C (0.9829, -3.6497, -1.8134)
H (2.6601, 0.3774, -6.0192)
H (1.1585, 1.1331, -7.7249)
H (-1.2256, 1.6202, -7.2015)
H (-2.0522, 1.3890, -4.8865)
H (-1.7439, -1.3256, -4.3758)
H (-3.8070, -2.6263, -4.5975)
H (-5.6799, -2.2802, -3.0215)
H (-5.4544, -0.6495, -1.1805)
H (-3.3548, 0.6210, -0.9046)
H (0.8639, 2.9029, -2.5061)
H (0.5520, 5.3434, -2.6167)
H (-1.7251, 6.3066, -2.5083)
H (-3.6871, 4.8178, -2.3662)
H (-3.3984, 2.3804, -2.2901)
H (3.9906, -0.2314, -5.1777)
H (5.7452, -1.8662, -4.9869)
H (5.8457, -3.3959, -3.0324)
H (4.2082, -3.1487, -1.2056)
H (4.7851, -0.2260, -0.7479)
H (6.4904, 0.1333, 0.9462)
H (6.1321, -0.6226, 3.2741)
H (3.9986, -1.6995, 3.8977)
H (2.2325, -2.0119, 2.2080)
H (2.2157, -3.7447, 1.3490)
H (1.5359, -6.0824, 1.1199)
H (0.5497, -6.9014, -0.9894)
H (0.2214, -5.3419, -2.8829)
H (0.8547, -2.9717, -2.6531)
N (-1.7880, 1.0503, 0.9662)
C (-2.7760, 1.5670, 1.2977)
N (-3.8828, 2.1567, 1.6302)
C (-5.0570, 1.4415, 2.1492)
C (-5.3294, 1.9037, 3.5872)
O (-5.4150, 3.3060, 3.6529)
C (-4.2413, 3.9527, 3.2280)
C (-3.9739, 3.6209, 1.7576)
H (-4.8958, 0.3651, 2.1120)
H (-5.9170, 1.7027, 1.5290)
H (-4.5323, 1.5301, 4.2465)
H (-6.2865, 1.5078, 3.9197)
H (-3.3785, 3.6359, 3.8325)
H (-4.3930, 5.0233, 3.3491)
H (-3.0647, 4.0959, 1.3942)
H (-4.8249, 3.9597, 1.1641)
C (4.6776, 3.4139, 0.1674)
C (3.2090, 3.1860, 0.1905)
C (2.1748, 4.0401, 0.5201)
C (0.9905, 3.3061, 0.3702)
N (1.2750, 2.0628, -0.0341)
N (2.6245, 2.0181, -0.1325)
C (-0.3891, 3.8126, 0.6139)
H (4.8797, 4.4818, 0.1908)
H (5.1391, 2.9922, -0.7258)
H (5.1565, 2.9599, 1.0373)
H (2.2605, 5.0719, 0.8196)
H (3.0916, 1.1687, -0.3928)
H (-0.4150, 4.8803, 0.4037)
H (-0.6695, 3.6670, 1.6601)
H (-1.1073, 3.3048, -0.0255)

Computed properties:
**LUMO (alpha / beta)**: -10.504 / -13.211 eV
**F_max**: 1.225 eV/Å
**Expectation value of S²**: 6.061
**Total charge**: +4
**E_HOMO (alpha / beta)**: -16.61 / -17.42 eV
**Spin multiplicity**: 5

Results of the Löwdin charge analysis, in e, for atoms 1 through 4: number 1, Pt, carries 0.817; number 2, Br, carries 1.052; number 3, C, carries -0.603; number 4, C, carries -0.052